{"formula": "C61H43BrI4MgN7OS", "method": "ωB97M-V with the def2-TZVPD basis set", "symbols": ["C", "H", "H", "I", "H", "C", "C", "H", "C", "H", "C", "C", "Mg", "C", "C", "H", "C", "C", "C", "C", "C", "N", "H", "H", "C", "C", "C", "H", "C", "H", "Br", "H", "H", "C", "C", "H", "S", "H", "C", "C", "H", "H", "C", "H", "C", "O", "C", "H", "N", "H", "H", "C", "H", "H", "H", "C", "H", "H", "C", "H", "H", "C", "I", "C", "C", "C", "C", "I", "N", "C", "C", "C", "C", "H", "H", "H", "C", "C", "H", "H", "C", "C", "C", "N", "H", "I", "N", "H", "H", "C", "C", "C", "C", "C", "H", "C", "C", "C", "N", "H", "H", "C", "H", "C", "H", "H", "C", "C", "C", "C", "H", "C", "H", "C", "C", "C", "N", "C", "C"], "positions_angstrom": [[2.66991, 2.30058, -4.72333], [1.02607, -0.08552, 7.59195], [-6.70148, 1.83861, -5.39058], [-0.72190, -9.16935, 0.87095], [-2.92937, 2.62257, -4.23006], [1.87823, 5.91777, -2.33693], [-1.11459, -6.40319, 2.06562], [6.00054, -1.78422, 0.54824], [-1.12602, 2.48000, 7.03529], [-0.73381, 5.94827, 0.50210], [5.37773, 0.25783, 0.93419], [1.89060, 0.59666, -0.83833], [-1.04224, 0.19323, 0.13771], [1.39668, 1.86669, -4.37892], [1.02195, -3.23195, 0.30297], [1.13095, -4.67492, -3.20939], [-0.33709, 3.45459, -0.50387], [3.47487, 1.61664, -2.55734], [2.19823, 1.18242, -2.20379], [1.72890, -4.97880, -1.15247], [-3.31312, -0.88331, -1.79932], [-1.76585, 1.61156, -1.28204], [2.22282, -5.92554, -1.33702], [0.17476, 0.97679, -2.85236], [0.06076, 0.33821, 5.72150], [-1.53368, 3.38651, -2.72370], [-1.61165, -6.50584, -0.27832], [-0.76323, -6.87595, 2.97366], [-5.91494, 1.11170, -5.23641], [1.48984, 3.81376, -2.46034], [-0.27779, -2.11755, -3.33112], [5.25815, -2.50144, 2.63872], [-1.27501, -4.50415, 2.97936], [-2.24805, -2.43974, 3.40082], [0.01451, 5.93337, -0.28048], [5.14809, 1.14627, 0.35430], [1.59753, -0.35718, 2.18100], [0.53868, -0.48030, 5.19597], [-1.98203, -2.10332, 2.01072], [-5.15273, 1.14434, -4.07587], [1.04793, 4.63502, 1.77909], [-1.19907, 4.33568, -3.11331], [-1.43565, -5.05568, 2.06793], [5.40646, -0.13144, 3.43476], [5.79690, -0.86715, -0.00818], [0.69303, 0.31943, -0.63215], [0.43703, 3.75407, 1.89370], [-4.46254, -1.56560, -6.73247], [2.95004, 0.45454, -0.05558], [-2.67798, -3.35877, 3.76513], [-3.11362, -1.48092, -4.66672], [0.15039, 3.09509, 3.04247], [3.50140, -2.45693, 2.90226], [0.95791, -2.76091, 1.27732], [-2.15869, -4.68092, -1.20201], [1.24880, 4.74125, -1.95286], [2.85298, 2.73789, -5.69810], [-4.20065, -3.94434, -0.93903], [0.63469, 7.11832, -0.65310], [6.70277, -0.58598, -0.55298], [0.39213, 8.04601, -0.15291], [3.70944, 2.17179, -3.80780], [2.53566, 8.87615, -2.23148], [-5.65716, 0.13588, -6.18481], [-0.81030, 1.17202, 5.01927], [0.51618, -3.08492, -1.89826], [-4.13795, -2.05308, -2.02204], [0.19381, 2.01168, 9.72412], [4.21022, -0.06354, 1.75278], [-1.06745, 0.93639, 3.57059], [4.45906, -2.05949, 3.23807], [-0.63973, 1.94131, 2.67056], [-1.91444, -4.39509, 0.92218], [2.60416, 5.90617, -3.13903], [0.47498, 3.33942, 4.04134], [2.14774, -4.93563, 0.96064], [1.68508, -4.43450, 0.11994], [-1.39653, 2.24100, 5.69380], [6.19898, 0.49207, 1.61349], [0.57790, 1.96516, -5.08314], [-4.65837, -0.80368, -5.98985], [-3.32286, 0.25026, -2.60406], [1.57021, 7.09432, -1.67538], [-2.50098, -1.09415, -0.70704], [4.60711, -2.34699, 4.28284], [-6.80087, 0.07997, -7.94650], [-0.83604, 1.92079, 1.33663], [-5.35647, 1.89866, -3.32537], [-4.92872, -2.13683, -2.75101], [-0.25143, 1.63949, 7.70352], [4.44748, -0.53741, 3.10851], [-0.22564, 3.03301, 0.82914], [-3.75727, -2.97593, -1.11124], [-3.90582, -0.75764, -4.82313], [-2.08022, 2.89138, 5.16091], [-1.57043, -0.30397, 3.19236], [-1.14083, 2.80935, -1.46153], [1.13062, -4.29511, -2.19768], [-1.63122, -0.80127, 1.91378], [-2.16624, -1.18003, 5.18264], [4.70728, 2.50643, -4.06917], [-2.01532, -1.32239, 4.12406], [4.27396, 1.51477, -1.83748], [-1.22592, -7.13202, 0.89368], [5.00112, -1.06307, -0.72749], [-1.64395, -7.05507, -1.21071], [0.34602, 0.56735, 7.06132], [-2.54876, 1.41203, -2.36641], [-2.72706, -2.35739, -0.29328], [0.31944, 4.72842, -0.91307], [3.66354, -0.13405, 3.74585], [2.94280, 0.02831, 1.22837], [-1.59901, 3.30678, 7.54811], [-1.92921, -5.15704, -0.26062], [-2.19929, -2.94728, 0.88962], [1.16550, 1.31157, -3.12752], [0.44004, -2.55805, -0.69713], [-2.42203, 2.52469, -3.28237], [-4.14019, 0.21431, -3.84982]], "mulliken_charge": [-0.687, 0.388, 0.373, 0.033, 0.529, -0.870, -1.178, 0.341, -0.695, 0.564, -0.593, -1.129, 1.553, -0.875, -0.064, 0.509, 1.488, -0.195, 1.092, -0.510, 0.141, 0.414, 0.404, 0.132, -0.142, -1.508, -1.164, 0.393, -0.726, 0.240, -0.009, 0.300, 0.546, -1.716, -0.611, 0.365, -0.198, 0.548, -0.100, -0.159, 0.681, 0.532, -0.224, 0.422, -1.047, 0.249, -1.587, 0.390, -0.072, 0.874, 0.461, -1.601, 0.065, 0.501, 0.538, 0.481, 0.387, 0.743, -0.700, 0.363, 0.374, -0.830, 0.025, -0.076, -0.353, 0.168, -1.477, 0.036, 0.277, 1.147, -0.799, 0.393, 0.700, 0.459, 0.525, 0.565, -1.376, -0.239, 0.420, 0.451, -0.729, 0.640, -0.142, 0.797, 0.391, 0.044, -0.108, 0.540, 0.611, -0.055, -0.879, 0.428, -1.793, -0.293, 0.473, 0.064, 0.173, -0.878, 0.841, 0.624, 0.433, -1.699, 0.327, -0.031, 0.171, 0.390, -0.827, 0.836, 0.469, -0.400, 0.418, -0.011, 0.375, -0.227, 0.308, 0.530, 0.270, -1.841, -0.304], "charge": -1, "multiplicity": 1, "energy_ev": -195166.40321}